Entry 1:
{"formula": "C7H12ClN2P", "method": "the ωB97M-V functional and the def2-TZVPD basis", "smiles": "CC(C)(C)N1C=CC=NP1Cl", "homo_ev": -8.162, "lumo_ev": -0.07, "e_tot_ha": -1184.9339, "e_above_lowest_kj_mol": 38.5, "orbital_gap_ev": 8.0940, "symbols": ["C", "C", "C", "C", "C", "C", "C", "N", "N", "P", "Cl", "H", "H", "H", "H", "H", "H", "H", "H", "H", "H", "H", "H"], "coordinates": [[-1.3961, -2.4008, 0.7093], [-0.6608, -1.2627, 0.9124], [-2.1721, -2.5623, -0.4464], [2.0832, 0.1476, 0.4284], [0.8278, 1.6045, -1.3452], [0.3117, 1.6945, 1.0611], [0.7392, 0.7378, -0.0576], [-2.0676, -1.7930, -1.4561], [-0.1976, -0.2775, -0.2814], [-1.0729, -0.4841, -1.7432], [-2.5749, 0.8264, -1.7075], [-1.5243, -3.0028, 1.5584], [-0.0967, -1.0498, 1.8063], [-2.8099, -3.4346, -0.5558], [2.8313, 1.0214, 0.4127], [1.9054, -0.2992, 1.5029], [2.6733, -0.5216, -0.1179], [0.0762, 2.3454, -1.2643], [0.8193, 0.8950, -2.1606], [1.7938, 2.1042, -1.2734], [-0.8179, 1.8854, 0.7928], [0.4498, 1.1622, 2.0384], [0.8799, 2.6640, 1.1868]], "forces_ev_per_angstrom": [[1.3, 3.1, 1.4], [1.7, 1.3, -3.7], [0.3, -0.2, -1.8], [0.5, 2.1, 2.2], [1.9, -1.3, 1.5], [-1.9, 0.3, 0.6], [2.2, 1.5, 0.5], [-0.3, -0.6, -0.3], [-3.9, -4.9, 2.8], [1.3, -1.2, -0.5], [-1.5, 1.7, 0.2], [-0.2, -0.9, 0.9], [-0.3, 0.0, 0.2], [-0.3, 0.0, 0.2], [-1.1, -0.9, 0.9], [0.8, 1.0, -2.0], [-0.1, -1.6, -1.4], [-1.0, 0.5, -0.7], [-0.1, 0.7, -0.7], [0.0, 0.1, -0.3], [2.0, 0.0, 1.1], [-0.7, 0.6, -0.6], [-0.5, -1.1, -0.7]]}

***

Entry 2:
{"formula": "C7H12ClOPS", "method": "the ωB97M-V functional and the def2-TZVPD basis", "smiles": "CC1=CCP(=S)=C1.OCCCl", "homo_ev": [-7.331, -7.325], "lumo_ev": [-0.59, -0.58], "e_tot_ha": -1548.8127, "orbital_gap_ev": [6.7456, 6.7437], "symbols": ["C", "C", "C", "C", "C", "C", "C", "O", "P", "S", "Cl", "H", "H", "H", "H", "H", "H", "H", "H", "H", "H", "H", "H"], "coordinates": [[1.1539, -1.3700, -1.3099], [0.0062, -2.0907, -1.1733], [-0.1156, -2.7680, -0.0182], [0.7461, -2.4039, 1.1536], [-1.0815, -2.1788, -2.2015], [1.8761, 3.1253, 1.4337], [0.8707, 3.0499, 0.1574], [2.0539, 1.8062, 1.8393], [1.8746, -1.1475, 0.2818], [3.7934, -0.9834, 0.6118], [1.7907, 2.3354, -1.2212], [1.3716, -0.7365, -2.2007], [2.7075, 1.7493, 2.5486], [-1.0307, -3.2862, 0.1156], [0.1244, -2.3076, 2.0157], [1.4790, -3.2686, 1.3322], [-1.4502, -1.1807, -2.3536], [-1.9064, -2.8261, -1.7733], [-0.8715, -2.5195, -3.2144], [2.8642, 3.5887, 1.0900], [1.4069, 3.7833, 2.1762], [-0.0309, 2.3966, 0.2671], [0.5220, 4.0078, -0.2351]], "forces_ev_per_angstrom": [[2.8, 3.0, 1.0], [-1.5, -2.2, -0.8], [-0.6, 0.4, 1.0], [1.8, -2.0, -2.5], [-1.1, -0.7, 0.5], [-0.7, 0.8, -2.5], [0.8, -0.3, 0.6], [-0.1, -0.3, 0.6], [0.0, -0.4, -1.2], [-0.7, 0.0, 0.2], [-0.1, 0.0, 0.0], [0.1, -0.7, 0.9], [-0.1, 0.0, -0.3], [-0.8, -0.5, 0.6], [0.0, 0.7, 0.8], [-0.7, 1.3, 0.0], [-0.5, 0.6, 0.1], [0.8, 0.8, -0.7], [0.6, -0.3, 0.2], [-1.3, -0.5, 0.3], [0.1, -0.2, 0.1], [1.0, 0.5, 0.5], [0.3, 0.1, 0.5]]}

***

Entry 3:
{"formula": "C7H12CoIN6O5S", "method": "the ωB97M-V functional and the def2-TZVPD basis", "charge": 1, "multiplicity": 2, "homo_ev": [-12.122, -12.118], "lumo_ev": [-3.54, -3.53], "e_tot_ha": -3056.9824, "e_above_lowest_kj_mol": 171.5, "s_squared": 0.8775, "orbital_gap_ev": [8.5781, 8.5877], "symbols": ["Co", "N", "N", "C", "N", "N", "N", "O", "O", "H", "H", "H", "H", "H", "C", "S", "O", "O", "O", "H", "H", "H", "I", "C", "C", "C", "C", "C", "N", "H", "H", "H", "H"], "coordinates": [[-0.7364, 0.6944, 0.0152], [1.1332, -0.5028, -0.1263], [1.8460, -0.3328, 1.0800], [1.1561, -0.0330, 2.2136], [1.8429, 0.1432, 3.3320], [-0.1576, -0.0575, 2.0573], [-0.9470, -0.1388, 3.1922], [-0.5918, 0.3062, 4.2670], [-2.0121, -0.7051, 3.0040], [1.1557, -1.4844, -0.3857], [1.5847, 0.0588, -0.8419], [2.8121, -0.0550, 1.0076], [2.8392, 0.0070, 3.3577], [1.3529, 0.4145, 4.1712], [-0.6080, 3.6629, -2.1419], [-0.4812, 3.1894, -0.4459], [-1.7201, 2.3974, -0.1299], [-0.2467, 4.3416, 0.3477], [0.5872, 2.1259, -0.3447], [-1.6409, 3.9547, -2.3176], [-0.3415, 2.8175, -2.7704], [0.0586, 4.5049, -2.3060], [-1.7100, -0.6493, -2.5703], [-2.9451, -0.8264, -0.8830], [-4.2108, -1.3541, -0.9144], [-4.8984, -1.3233, 0.3002], [-4.3630, -0.6982, 1.4035], [-3.1142, -0.0664, 1.3130], [-2.3814, -0.3020, 0.2053], [-4.6406, -1.7697, -1.8118], [-5.8868, -1.7595, 0.3623], [-4.9055, -0.6425, 2.3369], [-3.0668, 0.9694, 1.6437]], "forces_ev_per_angstrom": [[0.2, 0.1, 0.3], [-0.2, 0.0, 0.0], [0.1, 0.2, 0.0], [0.0, -0.2, 0.0], [0.2, 0.1, 0.0], [-0.3, 0.4, 0.2], [0.1, -0.4, 0.0], [0.0, 0.1, -0.2], [0.6, -0.1, 0.9], [0.0, 0.0, -0.1], [0.0, 0.0, 0.0], [0.0, 0.0, 0.0], [0.0, 0.0, 0.0], [-0.1, 0.0, 0.0], [0.0, 0.0, 0.0], [0.1, 0.1, 0.1], [0.0, -0.1, 0.0], [-0.1, 0.1, 0.0], [-0.1, -0.1, 0.0], [0.0, 0.1, 0.0], [0.0, 0.0, 0.0], [0.0, 0.0, 0.0], [-0.1, -0.2, -0.1], [0.4, -0.7, 0.0], [0.2, 0.0, 0.1], [0.0, -0.4, 0.2], [0.1, -0.1, 0.3], [-2.1, 0.6, -2.7], [0.1, 1.0, -0.2], [0.0, 0.1, 0.0], [0.0, 0.0, 0.0], [-0.2, 0.2, -0.1], [1.0, -0.5, 1.3]]}

***

Entry 4:
{"formula": "C7H12F3InO3", "method": "the ωB97M-V functional and the def2-TZVPD basis", "charge": 2, "homo_ev": -18.439, "lumo_ev": -13.35, "e_tot_ha": -988.4159, "e_above_lowest_kj_mol": 395.7, "orbital_gap_ev": 5.0928, "symbols": ["In", "C", "O", "O", "C", "F", "F", "F", "C", "C", "H", "H", "H", "H", "H", "H", "C", "C", "O", "C", "H", "H", "H", "H", "H", "H"], "coordinates": [[13.7968, -27.0909, 5.8927], [11.0049, -27.7791, 6.6904], [11.5289, -27.1010, 5.5329], [12.2641, -28.1676, 7.2857], [9.9612, -26.7991, 7.4869], [8.7199, -26.8131, 7.1027], [9.9007, -27.1691, 8.7778], [10.3767, -25.5238, 7.5923], [10.6434, -26.4163, 4.6514], [11.3881, -25.7553, 3.4785], [12.2940, -25.2251, 3.7724], [11.6522, -26.5746, 2.8098], [10.7594, -25.0630, 2.9185], [10.1032, -25.6684, 5.2319], [9.9483, -27.1490, 4.2415], [10.4682, -28.5955, 6.2073], [12.8321, -23.5213, 7.1820], [12.6545, -24.3443, 5.9228], [12.8503, -25.5627, 5.9701], [12.2935, -23.6701, 4.6442], [13.4608, -22.6423, 7.0396], [13.4210, -24.2466, 7.7433], [11.9116, -23.2735, 7.7106], [12.6998, -24.2531, 3.8177], [12.6055, -22.6264, 4.6828], [11.2160, -23.6343, 4.4840]], "forces_ev_per_angstrom": [[-0.5, -6.4, 1.5], [1.1, 0.1, -1.3], [-0.8, -1.3, -1.3], [-0.6, 1.1, -0.5], [1.0, -0.5, 3.5], [-0.2, -0.3, -1.8], [0.7, -1.0, -0.3], [0.6, 0.4, -1.4], [-0.9, 0.6, -0.7], [0.0, -2.7, -0.4], [-1.7, -3.4, -0.8], [0.0, 0.0, -0.3], [-0.1, -0.1, 0.1], [-0.2, 0.0, 0.0], [-0.2, 0.1, 0.1], [-0.3, -0.6, 1.1], [0.8, -1.8, -0.4], [-0.8, 4.2, 0.3], [0.3, 6.1, 0.4], [1.0, 1.7, 1.0], [-0.3, 0.2, -0.4], [-0.2, 0.4, 1.0], [-0.1, 0.0, -0.2], [1.0, 3.2, 0.4], [0.2, 0.0, 0.1], [-0.1, 0.0, 0.2]]}

***

Entry 5:
{"formula": "C7H12LuN2O3", "method": "the ωB97M-V functional and the def2-TZVPD basis", "charge": 3, "homo_ev": -18.309, "lumo_ev": -16.45, "e_tot_ha": -1843.0034, "e_above_lowest_kj_mol": 455.2, "orbital_gap_ev": 1.8626, "symbols": ["C", "C", "O", "N", "C", "C", "O", "O", "C", "C", "C", "N", "H", "H", "H", "H", "H", "H", "H", "H", "H", "H", "H", "H", "Lu"], "coordinates": [[0.6444, 0.4638, -3.1739], [0.2033, 0.0754, -1.6095], [1.1819, 0.1161, -0.7023], [-1.2347, -0.3297, -1.3762], [-1.4195, -1.8284, -1.2879], [-1.8808, 0.4122, -0.2273], [-2.6312, 1.5126, -0.4991], [-1.8136, 0.0094, 1.1859], [-0.7991, 0.7687, 1.9371], [0.3202, -0.3225, 2.4611], [1.6420, 0.3497, 3.1724], [2.0953, 1.6386, 2.9839], [1.7182, 0.9719, -3.2027], [0.7829, -0.5814, -3.7292], [-0.1877, 1.1172, -3.6826], [-2.5394, -2.1475, -1.1423], [-1.0668, -2.2803, -2.3299], [-0.7987, -2.2649, -0.3865], [-1.3481, 1.1612, 2.9216], [-0.3552, 1.6796, 1.3511], [0.5628, -1.0303, 1.5587], [-0.2221, -0.9546, 3.3158], [2.3021, -0.3308, 3.9020], [2.9628, 1.7218, 3.5971], [1.8809, 0.0722, -5.0374]], "forces_ev_per_angstrom": [[-0.7, -0.4, 0.7], [3.9, -0.4, 5.4], [-6.4, 0.1, -6.3], [1.5, 1.2, 1.3], [0.4, -2.0, -0.2], [-4.3, 6.8, -0.2], [5.6, -7.9, 1.7], [1.7, 1.2, -3.1], [-0.2, 1.2, 1.6], [-0.3, -1.0, 0.9], [0.9, 4.9, -1.8], [-1.3, -7.7, 2.4], [-1.5, -0.1, 1.2], [-1.9, 0.3, 2.3], [1.3, -1.0, 0.6], [2.1, 1.1, -0.4], [-0.7, 0.8, 2.3], [-1.2, 0.7, -2.0], [1.1, -0.8, -2.2], [-0.8, -1.9, 1.0], [0.0, 1.4, 2.0], [1.3, 1.2, -2.0], [-1.5, 1.0, -1.3], [-0.8, 0.8, -1.0], [1.7, 0.6, -2.9]]}

***

Entry 6:
{"formula": "C7H12N", "method": "the ωB97M-V functional and the def2-TZVPD basis", "charge": 1, "homo_ev": -13.777, "lumo_ev": -4.61, "e_tot_ha": -328.3080, "e_above_lowest_kj_mol": 317.2, "orbital_gap_ev": 9.1637, "symbols": ["C", "C", "C", "C", "C", "C", "C", "N", "H", "H", "H", "H", "H", "H", "H", "H", "H", "H", "H", "H"], "coordinates": [[1.8426, -1.2817, 1.8068], [0.7415, -1.6558, 1.4351], [-1.1409, 1.0432, 0.4555], [0.0140, 0.8451, -0.2285], [-1.3762, 2.3072, 1.2157], [-0.6291, -1.3830, -1.3652], [0.3053, -0.2775, -1.1087], [1.4385, -0.3459, -1.7011], [2.9000, -1.0555, 1.9106], [-1.9083, 0.2202, 0.4806], [0.7537, 1.5729, -0.1753], [-2.4176, 2.3760, 1.4975], [-0.9204, 3.1718, 0.7070], [-0.8753, 1.9995, 2.0697], [0.0928, -2.2041, -1.1995], [-1.5041, -1.2091, -0.6438], [-0.8723, -1.3639, -2.4877], [1.5639, -0.9021, -2.5125], [-0.1971, -2.1843, 1.2896], [2.1891, 0.3270, -1.4457]], "forces_ev_per_angstrom": [[-1.1, -0.7, -1.2], [1.5, -0.2, 1.2], [-0.1, -0.9, -1.3], [-1.5, -1.6, -0.3], [-0.7, -0.9, -1.8], [-0.5, 0.7, -0.6], [-1.4, 1.2, 1.3], [2.1, 2.0, 0.3], [-0.8, 0.1, 0.2], [0.7, 1.1, 0.1], [1.3, 1.4, 0.0], [-0.2, 0.6, -0.2], [-0.4, -0.3, 0.6], [1.2, 0.4, 2.4], [-1.4, -0.5, 0.2], [1.2, -1.2, -1.6], [-0.2, -0.2, 1.7], [0.4, -0.8, -0.5], [0.6, 0.6, 0.1], [-0.8, -0.7, -0.6]]}